Formula: C18H13FeN8O3
Source: OMol25
Level of theory: ωB97M-V/def2-TZVPD

CARTESIAN COORDINATES (ANGSTROEM)
Fe  -0.264  -0.205  0.926
O  -7.372  0.229  0.401
O  0.115  -2.133  1.345
O  -7.416  -0.664  -1.551
N  -2.280  0.133  1.426
N  2.263  -0.690  5.162
N  0.589  -1.514  2.395
N  1.096  1.281  1.245
N  1.808  -4.677  3.060
N  -6.837  -0.243  -0.580
N  -1.211  -0.491  -0.954
N  2.923  1.759  2.811
C  1.301  -2.156  3.263
C  -5.349  -0.307  -0.600
C  -3.148  -0.098  0.411
C  -2.751  0.438  2.620
C  4.251  1.162  2.619
C  -2.561  -0.438  -0.865
C  -5.010  0.299  1.864
C  -0.666  -0.817  -2.113
C  -4.540  -0.025  0.570
C  -4.805  -0.637  -1.788
C  -4.118  0.531  2.877
C  -2.784  -1.044  -3.178
C  -1.418  -1.100  -3.259
C  1.586  -3.556  3.154
C  -3.387  -0.708  -1.952
C  2.702  2.601  3.993
C  1.963  1.509  1.988
C  1.846  -1.350  4.320
H  3.048  2.056  4.869
H  -0.914  -1.358  -4.178
H  4.212  0.433  1.813
H  -2.020  0.607  3.402
H  -5.457  -0.843  -2.625
H  1.640  2.809  4.098
H  -6.068  0.361  2.049
H  4.973  1.939  2.369
H  -3.405  -1.257  -4.039
H  4.536  0.658  3.540
H  -4.462  0.777  3.871
H  3.247  3.538  3.889
H  0.416  -0.861  -2.140

Output
- Energy above the lowest of the compared OMol25 structures with the same formula, charge and spin: 0.0000 eV
- Charge: +1
- Lowest unoccupied orbital energy (alpha / beta): -4.16 / -4.19 eV
- 2S+1: 5
- Molecular weight: 445.2 g/mol
- HOMO (alpha / beta): -0.4574 / -0.4555 Ha
- Total energy: -2620.8744 a.u.